No. 1
{"formula": "C2H3F2IO", "method": "ωB97M-V with the def2-TZVPD basis set", "e_tot_ev": -17701.0760, "spin_multiplicity": 3, "homo_lumo_gap_ev": [6.5, 6.7], "e_above_lowest_ev": 0.383, "homo_ev": [-5.87, -10.51], "symbols": ["C", "C", "O", "F", "F", "I", "H", "H", "H"], "coordinates": [[1.157009, -0.936208, 0.061719], [0.267518, 0.165265, 0.425947], [0.476192, 1.324556, 0.624722], [-1.034987, -0.312850, 0.235586], [-2.691348, 2.005756, -0.424649], [3.197667, -0.271492, -0.053845], [0.872949, -1.869317, 0.775652], [0.975806, -1.407990, -0.852372], [-3.220805, 1.302284, -0.792760]], "forces_ev_per_a": [[-3.26, -3.11, 3.87], [-1.00, 1.14, -1.67], [-0.42, -1.73, 0.33], [0.16, 0.73, 0.65], [-0.98, -1.11, -0.68], [4.22, 1.15, -0.21], [0.88, 1.98, -1.11], [-0.56, -0.22, -1.86], [0.96, 1.16, 0.68]], "mulliken_spin": [0.499, 0.010, -0.001, -0.007, -0.001, 1.519, 0.005, -0.024, 0.000]}



No. 2
{"formula": "C9H8FNO4S", "method": "ωB97M-V with the def2-TZVPD basis set", "e_tot_ev": -32689.7557, "spin_multiplicity": 1, "smiles": "O=C1C[C@@H](S(=O)(=O)F)[C@H](c2ccncc2)O1", "homo_lumo_gap_ev": 9.2, "homo_ev": -9.80, "symbols": ["O", "C", "C", "C", "S", "O", "O", "F", "C", "C", "C", "C", "N", "C", "C", "O", "H", "H", "H", "H", "H", "H", "H", "H"], "coordinates": [[1.779788, 2.170641, -0.056777], [1.438622, 1.069617, 0.392648], [2.037879, -0.371747, -0.066479], [1.033940, -1.397338, 0.642983], [1.762045, -1.573437, 2.383452], [2.882784, -0.614499, 2.644204], [2.270505, -2.978605, 2.486949], [0.608957, -1.331099, 3.574692], [-0.214656, -0.429275, 0.924683], [-1.035555, 0.191814, -0.295844], [-0.750785, -0.121044, -1.815785], [-1.637238, 0.626295, -2.827347], [-2.682368, 1.559472, -2.638067], [-3.011803, 1.841058, -1.287351], [-2.226993, 1.189675, -0.139249], [0.485832, 0.761506, 1.448228], [3.163482, -0.505723, 0.098851], [1.973856, -0.468941, -1.216667], [0.841061, -2.420137, 0.176573], [-0.987271, -0.756550, 1.710486], [0.068777, -0.862889, -2.126372], [-1.405668, 0.381365, -3.931126], [-3.852459, 2.578140, -1.015154], [-2.542733, 1.461701, 0.932469]], "forces_ev_per_a": [[-1.77, -4.21, 2.33], [1.82, 1.06, -0.73], [-0.32, 0.15, -1.23], [-0.80, 1.76, 0.23], [5.70, -2.23, 2.09], [-3.93, -1.53, -0.79], [-2.61, 3.14, -0.29], [1.33, -0.31, -2.32], [-1.19, 1.48, -0.53], [-2.49, 0.78, -4.80], [-2.74, 2.46, 2.30], [0.75, -0.57, 1.03], [1.75, -1.74, 3.31], [3.09, -2.37, 0.56], [0.84, -0.73, -0.92], [0.77, 0.40, -2.04], [-1.83, 0.34, 0.45], [-0.30, 0.21, 1.85], [0.42, 1.45, 0.92], [1.58, 0.29, -1.06], [-1.60, 1.38, 0.30], [-0.52, 0.56, 1.94], [1.51, -1.35, -0.76], [0.57, -0.43, -1.83]], "nbo_charge": [-0.498, 0.822, -0.557, -0.406, 2.214, -0.855, -0.869, -0.470, 0.016, -0.025, -0.273, 0.033, -0.411, 0.032, -0.243, -0.529, 0.300, 0.260, 0.298, 0.263, 0.229, 0.210, 0.230, 0.231]}



No. 3
{"formula": "C5H10O", "method": "ωB97M-V with the def2-TZVPD basis set", "e_tot_ev": -7393.4793, "spin_multiplicity": 1, "smiles": "C=CC.CC=O", "homo_lumo_gap_ev": 10.8, "e_above_lowest_ev": 1.286, "homo_ev": -9.72, "symbols": ["C", "C", "C", "H", "H", "H", "H", "H", "H", "C", "C", "O", "H", "H", "H", "H"], "coordinates": [[-1.540000, 0.835322, 0.405512], [-0.427793, 1.523342, 0.150609], [0.837485, 1.442474, 0.966356], [-2.440622, 0.945643, -0.196747], [-1.575451, 0.094357, 1.202117], [-0.419548, 2.224324, -0.686533], [0.831962, 0.573382, 1.634805], [0.929729, 2.350401, 1.576121], [1.743735, 1.386490, 0.348295], [0.825863, -1.445168, -1.101388], [-0.403268, -1.865218, -0.328348], [-0.401600, -2.244130, 0.820693], [0.677140, -0.454785, -1.542708], [0.988511, -2.132500, -1.940536], [1.701023, -1.440577, -0.445962], [-1.360840, -1.786743, -0.889000]], "forces_ev_per_a": [[0.20, 0.01, -0.10], [-0.12, -0.09, 0.05], [-0.06, -0.03, 0.03], [0.21, 0.07, 0.09], [-0.02, 0.23, -0.04], [-0.03, -0.07, 0.16], [-0.07, 0.18, -0.09], [0.05, -0.16, -0.05], [-0.27, 0.02, 0.01], [0.01, -0.15, 0.13], [0.08, 0.08, 0.22], [0.12, 0.12, -0.64], [-0.08, -0.09, 0.13], [-0.04, 0.00, 0.16], [-0.13, -0.02, -0.14], [0.14, -0.09, 0.07]], "nbo_charge": [-0.420, -0.177, -0.659, 0.200, 0.206, 0.193, 0.222, 0.224, 0.213, -0.729, 0.453, -0.537, 0.237, 0.235, 0.231, 0.108]}



No. 4
{"formula": "C20H36O7", "method": "ωB97M-V with the def2-TZVPD basis set", "e_tot_ev": -35653.2127, "spin_multiplicity": 1, "smiles": "O=C1CCCO1.O=C1CCCO1.C1CCOC1.C1CCOC1.C1CCOC1", "homo_lumo_gap_ev": 10.0, "e_above_lowest_ev": 0.000, "homo_ev": -9.50, "symbols": ["O", "C", "C", "C", "C", "O", "H", "H", "H", "H", "H", "H", "O", "C", "C", "C", "C", "O", "H", "H", "H", "H", "H", "H", "C", "C", "C", "O", "C", "H", "H", "H", "H", "H", "H", "H", "H", "C", "C", "C", "O", "C", "H", "H", "H", "H", "H", "H", "H", "H", "C", "C", "C", "O", "C", "H", "H", "H", "H", "H", "H", "H", "H"], "coordinates": [[-4.547365, -1.675810, -6.803193], [-3.776305, -1.293170, -5.926733], [-4.103935, -1.039260, -4.456103], [-2.710385, -1.054980, -3.854523], [-1.907845, -0.476110, -4.962693], [-2.448095, -1.041670, -6.131623], [-4.595705, -0.067010, -4.424723], [-4.803905, -1.816550, -4.149573], [-2.645525, -0.525210, -2.904133], [-2.364085, -2.070180, -3.660733], [-1.959135, 0.600780, -5.123223], [-0.842875, -0.703520, -5.009853], [2.833585, -0.852310, 3.876797], [2.845765, -1.997210, 4.309337], [2.783045, -3.315950, 3.541747], [2.843345, -4.377450, 4.603637], [3.083645, -3.656380, 5.946037], [3.094755, -2.246880, 5.606327], [1.888395, -3.554600, 2.966627], [3.721765, -3.538570, 3.034457], [2.010555, -5.080150, 4.631627], [3.655015, -5.071600, 4.385807], [2.238065, -3.860100, 6.603007], [3.909945, -4.037060, 6.546377], [4.392205, 3.757320, 1.399297], [3.619445, 3.582640, 0.151377], [2.635505, 2.469190, 0.415707], [2.407535, 2.545470, 1.773047], [3.751185, 2.672700, 2.226047], [4.193455, 4.785900, 1.700327], [5.460015, 3.695640, 1.189337], [4.235475, 3.429240, -0.734673], [3.019865, 4.476610, -0.020173], [2.941865, 1.479300, 0.077507], [1.720655, 2.605880, -0.160873], [4.237185, 1.697390, 2.199867], [3.702995, 2.791130, 3.308527], [1.221105, -1.061780, -1.305143], [1.496735, -1.779260, -0.050343], [0.993305, -0.901960, 1.108867], [0.215825, 0.096250, 0.487977], [0.074375, -0.124540, -0.930783], [0.906515, -1.692860, -2.136333], [2.068175, -0.439490, -1.593793], [2.560295, -1.944070, 0.122207], [0.925515, -2.701980, 0.051657], [1.837695, -0.388970, 1.569247], [0.399405, -1.569460, 1.733237], [-0.031435, 0.839110, -1.429053], [-0.856205, -0.679830, -1.048173], [-4.258325, 1.763990, 0.397297], [-3.241515, 1.909230, -0.788623], [-4.071345, 2.585000, -1.838243], [-5.496185, 2.378510, -1.543673], [-5.632275, 1.594380, -0.296443], [-4.390225, 2.673290, 0.983697], [-3.986925, 0.920420, 1.031987], [-3.014415, 0.872540, -1.037203], [-2.204455, 2.189920, -0.604723], [-3.932365, 2.083520, -2.796003], [-3.834205, 3.642840, -1.951563], [-5.801715, 0.569010, -0.625103], [-6.467465, 1.928750, 0.318997]], "forces_ev_per_a": [[1.99, 0.88, 1.81], [-1.53, -0.79, -1.69], [0.04, -0.55, -0.98], [-0.37, 0.08, 1.37], [1.51, 0.79, -0.76], [-1.44, -0.75, -1.16], [0.00, 0.08, 0.28], [0.11, 0.18, 0.23], [0.10, 0.18, -0.10], [-0.14, -0.14, -0.09], [-0.28, 0.30, 0.63], [-0.01, -0.24, 0.49], [-0.22, -2.26, 0.75], [0.62, 1.70, -1.23], [-0.07, -0.88, 0.50], [0.70, -1.65, 1.17], [-1.47, -0.41, -0.40], [0.32, -0.48, 0.87], [0.29, 0.97, -0.52], [-0.33, 1.09, -0.89], [-0.47, 0.53, 0.17], [0.31, 0.15, 0.13], [-0.27, 0.47, -0.01], [0.67, 0.79, -0.53], [0.66, 0.54, 0.22], [-0.73, 0.43, -2.51], [-1.16, -0.10, -1.96], [0.50, -0.22, 0.61], [-0.12, -0.50, 2.81], [0.14, -0.24, 0.86], [0.03, -0.39, 0.49], [-0.05, -0.10, -0.07], [0.06, 0.06, -0.26], [0.68, -0.37, 0.32], [-0.33, 0.27, 0.30], [0.34, -0.17, -0.84], [-0.06, 0.72, 0.05], [-0.36, 1.61, -1.27], [0.45, -1.04, 1.71], [0.59, 0.16, -1.47], [-0.68, 1.01, -0.48], [-0.49, -0.88, 1.46], [0.31, -0.05, -0.04], [0.17, -0.19, -0.21], [-0.04, -0.49, -0.26], [0.35, -0.32, -0.48], [-0.35, -0.29, 0.71], [0.01, 0.58, 0.66], [0.36, -0.05, -0.05], [-0.39, 0.02, -0.32], [-0.19, 0.41, -0.30], [-0.73, -1.67, 1.28], [-0.84, -0.43, -0.79], [0.73, 0.11, 1.27], [1.64, 0.11, -1.40], [0.59, 0.03, 0.19], [-0.12, 0.16, 0.14], [-0.48, -0.36, -0.57], [-0.38, 1.20, 0.39], [0.22, 0.26, -0.27], [-0.32, 0.09, 0.12], [-0.11, -0.21, 0.23], [0.05, 0.25, -0.29]], "nbo_charge": [-0.566, 0.787, -0.529, -0.440, -0.076, -0.487, 0.242, 0.248, 0.224, 0.216, 0.179, 0.199, -0.563, 0.790, -0.544, -0.427, -0.075, -0.479, 0.246, 0.249, 0.214, 0.207, 0.184, 0.199, -0.447, -0.426, -0.070, -0.503, -0.092, 0.210, 0.214, 0.205, 0.202, 0.147, 0.185, 0.174, 0.200, -0.439, -0.439, -0.061, -0.543, -0.060, 0.215, 0.206, 0.217, 0.197, 0.207, 0.163, 0.188, 0.149, -0.421, -0.446, -0.074, -0.548, -0.066, 0.205, 0.218, 0.190, 0.238, 0.170, 0.182, 0.162, 0.191]}



No. 5
{"formula": "C3H2FHgMgO2", "method": "ωB97M-V with the def2-TZVPD basis set", "e_tot_ev": -19552.8219, "spin_multiplicity": 2, "homo_lumo_gap_ev": [5.6, 4.7], "charge": 2, "e_above_lowest_ev": 0.224, "homo_ev": [-16.82, -16.69], "symbols": ["C", "C", "H", "H", "F", "O", "C", "O", "Mg", "Hg"], "coordinates": [[-1.656300, -0.299214, -0.785263], [-0.748428, 0.341577, -0.055886], [-1.373839, -1.148352, -1.404218], [-2.711924, -0.059387, -0.676771], [-1.163122, 1.196222, 0.870087], [1.475064, 1.425683, 1.183335], [1.654596, 0.787464, 0.186228], [0.532904, -0.108721, -0.044026], [3.614531, 0.136377, -0.462902], [0.376518, -2.271650, 1.189416]], "forces_ev_per_a": [[0.13, -0.25, 0.00], [-2.95, -0.62, -0.13], [-0.02, 0.46, -0.20], [0.31, 0.04, -0.05], [1.18, 0.17, -0.20], [1.77, 0.31, -1.88], [-1.29, 0.03, 3.47], [1.30, -0.62, -0.99], [-0.20, 0.59, -0.19], [-0.22, -0.11, 0.16]], "mulliken_spin": [0.041, -0.001, 0.006, -0.001, -0.001, 0.022, 0.014, -0.013, -0.005, 0.938]}



No. 6
{"formula": "C4H7N3O3", "method": "ωB97M-V with the def2-TZVPD basis set", "e_tot_ev": -14874.5168, "spin_multiplicity": 1, "smiles": "O=C(O)[C@H]1N=CNC1=O.N", "homo_lumo_gap_ev": 10.3, "e_above_lowest_ev": 0.393, "homo_ev": -9.65, "symbols": ["O", "C", "O", "C", "N", "C", "N", "C", "O", "H", "H", "H", "H", "N", "H", "H", "H"], "coordinates": [[-2.314416, 0.282438, -0.740320], [-1.208764, 0.416557, -0.232643], [-0.801450, 1.612748, 0.251050], [0.002481, -0.358514, -0.785664], [0.352754, 0.119676, -2.118703], [1.587961, 0.442689, -2.072757], [2.199143, 0.262175, -0.842225], [1.282815, -0.229157, 0.046122], [1.474876, -0.503201, 1.212984], [-1.487807, 2.274251, 0.091656], [-0.294390, -1.417552, -0.832933], [2.165223, 0.829334, -2.912996], [3.158822, 0.493738, -0.616722], [-1.597333, -0.710500, 1.909701], [-2.035491, -1.609507, 1.723517], [-0.701876, -0.840394, 2.379358], [-2.223546, -0.109473, 2.444683]], "forces_ev_per_a": [[1.35, -0.26, 1.26], [-1.43, 1.20, -3.17], [0.50, -0.05, 0.60], [-0.04, -0.90, 1.03], [0.28, 0.34, -0.28], [-0.53, -0.08, -0.07], [0.76, 0.26, -0.16], [-0.40, -0.31, 1.06], [-0.02, 0.12, -0.60], [-0.28, -0.28, 0.11], [0.11, 0.28, -0.03], [-0.23, -0.12, 0.17], [-0.32, -0.11, 0.02], [0.24, -0.07, 0.00], [0.07, 0.29, 0.20], [-0.36, 0.05, -0.02], [0.30, -0.35, -0.13]], "nbo_charge": [-0.608, 0.849, -0.712, -0.292, -0.409, 0.261, -0.636, 0.678, -0.584, 0.500, 0.255, 0.202, 0.425, -1.069, 0.372, 0.392, 0.375]}